The following is a quantum chemistry calculation of a single C4H6N2O molecule, from the Open Molecules 2025 dataset.

```
13
Properties=species:S:1:pos:R:3:forces:R:3:nbo_charge:R:1
C -2.086 -0.218 -0.286 -0.037 -0.100 -0.002 -0.508
C -0.812 -0.500 -0.015 -0.115 0.160 -0.088 0.158
C 0.342 -0.685 -0.920 0.084 0.143 0.020 -0.393
C 1.326 -0.009 -0.318 -0.210 -0.079 -0.054 0.475
O 2.534 0.356 -0.764 0.053 -0.004 0.137 -0.647
N 0.954 0.471 0.983 0.186 0.029 -0.102 -0.485
N -0.201 -0.358 1.261 -0.279 0.098 0.008 -0.446
H 0.571 1.411 0.798 0.264 0.034 0.173 0.342
H -2.755 0.110 0.504 0.023 -0.168 -0.119 0.199
H -2.458 -0.237 -1.302 -0.020 -0.204 0.120 0.212
H 0.354 -1.166 -1.887 -0.027 0.182 0.115 0.240
H 3.014 0.729 -0.010 0.033 -0.128 -0.109 0.493
H -0.784 0.097 1.955 0.044 0.035 -0.097 0.361
```
Forces are in eV/Å.

The net charge is 0. As for the SMILES: C=C1C=C(O)NN1. The value obtained for the calculated total energy is -340.68634 Eh. The orbital gap comes out at 8.890 eV. For the largest force on an atom, the calculation gives 0.00618 hartree/bohr. The value obtained for the HOMO energy is -8.10 eV. The energy above the lowest of the compared OMol25 structures with the same formula, charge and spin comes out at 68.1 kcal per mole.